C5H5Cl2NO2S | ωB97M-V with the def2-TZVPD basis set

ORCA input file:
```
! wB97M-V def2-TZVPD RIJCOSX def2/J DEFGRID3
* xyz 0 1
O 2.95076 0.78818 -1.29984
S 2.32800 0.82840 -0.06284
O 3.13048 0.80597 1.12100
Cl 1.21292 2.54869 -0.14039
C 0.90055 -0.40249 0.03814
Cl 1.69676 -1.95165 -0.23715
C -0.03552 -0.20468 -1.11719
C -1.37051 -0.16911 -1.01426
C -1.96137 -0.45993 0.38365
C -0.95093 -0.37297 1.42993
N 0.30300 -0.24180 1.33832
H 0.54013 0.28767 -1.96878
H -2.10540 0.00940 -1.81167
H -2.92738 0.19399 0.53764
H -2.43276 -1.46981 0.32251
H -1.27872 -0.18989 2.48093
*
```

Calculated values
largest force on an atom: 0.06626 hartree/bohr
LUMO energy: 0.15 eV
energy: -46729.0900 eV
SMILES: O=S(=O)(Cl)[C@]1(Cl)C=CCC=N1
energy relative to the best compared isomer or geometry (same formula, charge and spin): 31.5 kcal/mol